1.
11 unconnected molecules or ions with the total composition C40H78N2O27, computed with the ωB97M-V functional and the def2-TZVPD basis.

Last column: Mulliken charge in e.
Element x y z (Å)
C 4.921 -4.122 -2.915  -1.442
C 4.231 -3.107 -1.990  0.488
O 4.980 -1.830 -1.928  -0.382
C 4.486 -0.704 -2.427  0.967
O 3.282 -0.500 -2.698  -0.634
O 5.413 0.189 -2.472  -0.429
C 4.875 1.547 -2.549  -0.326
H 5.937 -4.226 -2.592  0.430
H 4.811 -3.885 -3.980  0.338
H 4.419 -5.054 -2.643  0.321
H 4.245 -3.393 -0.983  0.269
H 3.256 -2.778 -2.384  -0.026
H 4.104 1.661 -1.732  -0.068
H 4.334 1.695 -3.432  0.401
H 5.701 2.231 -2.402  0.222
C -1.968 -5.119 -0.626  -1.196
C -2.340 -4.285 0.583  1.068
O -1.943 -5.136 1.708  -0.435
C -2.161 -4.673 2.983  0.687
O -1.625 -5.244 3.948  -0.632
O -2.982 -3.611 3.042  -0.217
C -3.202 -3.054 4.357  -0.647
H -2.482 -6.112 -0.431  0.414
H -0.920 -5.198 -0.624  0.376
H -2.365 -4.662 -1.563  0.068
H -3.428 -4.001 0.770  0.155
H -1.818 -3.302 0.625  -0.301
H -2.347 -3.205 5.015  0.391
H -4.198 -3.445 4.739  0.236
H -3.315 -2.056 4.085  0.147
C 7.584 3.370 0.634  -1.199
C 6.478 2.514 1.284  0.327
O 5.592 3.369 2.073  -0.346
C 4.533 3.936 1.522  0.789
O 3.911 3.511 0.542  -0.579
O 4.044 4.888 2.348  -0.389
C 2.856 5.565 1.964  -0.170
H 8.124 2.728 -0.068  0.384
H 8.257 3.903 1.366  0.314
H 7.096 4.067 -0.079  0.294
H 6.854 1.826 1.998  0.349
H 5.846 2.038 0.514  -0.208
H 2.542 5.970 2.922  0.316
H 2.063 4.941 1.622  -0.114
H 3.036 6.268 1.117  0.263
C -0.785 2.970 -3.788  -1.440
C -1.482 1.753 -3.208  0.688
O -2.862 1.876 -3.554  -0.351
C -3.728 2.150 -2.617  0.720
O -3.540 2.141 -1.420  -0.357
O -4.922 2.351 -3.206  -0.440
C -5.997 2.524 -2.226  -0.434
H 0.337 3.006 -3.609  0.257
H -1.341 3.820 -3.336  0.327
H -0.953 2.986 -4.866  0.421
H -1.341 1.705 -2.116  -0.129
H -1.088 0.848 -3.722  0.196
H -6.193 1.578 -1.734  0.109
H -6.876 2.882 -2.717  0.286
H -5.753 3.283 -1.520  0.221
C -2.575 -1.250 -2.329  1.305
C -3.850 -2.022 -2.661  -0.901
O -4.488 -2.683 -1.477  -0.215
C -5.449 -2.011 -0.854  0.838
O -6.046 -0.991 -1.208  -0.662
O -5.747 -2.693 0.244  -0.195
C -6.863 -2.492 1.125  -0.929
H -2.993 -0.231 -2.136  -0.993
H -1.984 -1.162 -3.220  0.681
H -1.921 -1.570 -1.528  -0.582
H -3.652 -2.890 -3.372  0.283
H -4.520 -1.239 -3.144  0.339
H -6.930 -3.402 1.681  0.254
H -7.734 -2.419 0.566  0.400
H -6.759 -1.645 1.731  0.349
C 1.526 -8.259 -4.950  -1.183
C 2.366 -7.370 -4.068  -0.181
O 1.654 -6.675 -3.004  -0.283
C 1.317 -5.446 -3.244  0.679
O 1.320 -4.884 -4.320  -0.596
O 1.014 -4.827 -2.066  -0.273
C 0.311 -3.541 -2.364  -0.768
H 2.245 -8.793 -5.573  0.363
H 0.834 -7.726 -5.591  0.326
H 1.035 -8.987 -4.293  0.295
H 2.999 -6.627 -4.602  0.338
H 3.059 -8.015 -3.484  0.311
H 0.930 -2.708 -2.613  0.544
H -0.196 -3.440 -1.383  -0.228
H -0.413 -3.614 -3.141  0.556
C -0.919 9.049 -1.748  -1.161
C -0.523 8.090 -0.621  -0.145
O -1.186 6.827 -0.802  -0.327
C -0.901 5.900 0.046  0.607
O -0.207 6.013 1.023  -0.521
O -1.495 4.750 -0.322  0.009
C -1.066 3.669 0.551  0.711
H -0.224 9.842 -1.843  0.396
H -2.013 9.295 -1.571  0.280
H -0.921 8.496 -2.759  0.270
H -0.919 8.434 0.326  0.294
H 0.545 7.945 -0.630  0.251
H -1.298 3.854 1.601  -0.403
H -0.021 3.585 0.306  0.059
H -1.632 2.812 0.039  -0.491
C 1.160 0.790 -0.591  0.989
C 1.053 0.542 0.916  -0.480
O -0.237 0.885 1.488  -0.439
C -1.258 0.154 1.199  0.627
O -1.092 -0.890 0.608  -0.615
O -2.395 0.678 1.645  0.152
C -3.624 0.018 1.306  0.052
H 0.862 1.776 -1.008  -0.073
H 0.567 0.036 -1.196  -0.234
H 2.191 0.656 -0.873  -0.589
H 1.713 1.107 1.543  0.442
H 1.245 -0.539 0.977  0.202
H -3.665 -0.944 1.832  -0.062
H -3.704 -0.058 0.234  -0.293
H -4.385 0.807 1.636  0.182
C -2.753 4.591 3.380  -1.307
C -2.797 3.182 3.964  1.020
O -2.177 3.292 5.248  -0.344
C -1.479 2.223 5.597  0.793
O -1.099 1.291 4.983  -0.502
O -1.136 2.350 6.877  -0.398
C -0.037 1.579 7.348  -0.624
H -1.721 4.881 3.226  0.304
H -3.297 5.246 4.080  0.454
H -3.228 4.640 2.354  0.264
H -2.216 2.450 3.381  -0.517
H -3.843 2.776 4.185  0.222
H 0.067 1.815 8.401  0.223
H 0.899 1.807 6.747  0.268
H -0.211 0.529 7.197  0.278
C 1.293 -5.009 2.460  -0.841
C 2.205 -4.394 1.525  0.595
N 3.147 -4.114 0.890  -0.476
H 0.405 -5.320 2.010  0.024
H 1.046 -4.286 3.244  0.260
H 1.633 -5.934 2.964  0.377
C 4.366 -0.961 1.240  0.562
C 4.686 -1.574 2.617  0.030
N 4.954 -2.086 3.610  -0.500
H 4.540 0.146 1.375  -0.047
H 3.357 -1.145 0.939  -0.322
H 5.056 -1.328 0.516  0.294

LUMO level = 0.472 eV
SMILES = CCOC(=O)OC.CCOC(=O)OC.CCOC(=O)OC.CCOC(=O)OC.CCOC(=O)OC.CCOC(=O)OC.CCOC(=O)OC.CCOC(=O)OC.CCOC(=O)OC.CC#N.CC#N
Net charge = 0
Multiplicity = 1

2.
A molecular structure, C3H3HgO3, computed with the ωB97M-V functional and the def2-TZVPD basis.

Last column: Löwdin spin population.
Element x y z (Å)
O 1.051 -0.061 1.316  0.198
O -0.277 -2.273 0.516  0.102
C 0.765 -2.438 1.136  0.011
C 1.574 -1.280 1.634  0.014
O -2.066 2.916 -2.241  0.015
C -1.631 2.103 -1.596  0.133
Hg -0.793 -0.025 0.270  0.514
H 1.175 -3.460 1.275  0.005
H 2.605 -1.474 1.238  0.005
H 1.686 -1.477 2.732  0.004

LUMO level (alpha / beta) = 0.528 / -1.076 eV
Net charge = 0
Multiplicity = 2
⟨S²⟩ = 0.7552

3.
A molecular structure, C5H7ClFN, computed with the ωB97M-V functional and the def2-TZVPD basis.

Last column: natural (NBO) charge in e.
Element x y z (Å)
C 0.138 -0.266 0.270  0.389
C -1.581 0.549 0.541  -0.098
C 1.225 0.441 -0.464  0.155
C -2.563 -0.332 1.098  -0.724
C 2.273 -0.559 -0.894  -0.672
N 1.176 1.704 -0.699  -0.619
F 0.298 -1.306 1.021  -0.315
Cl -1.884 1.802 -0.384  0.148
H -1.976 -1.358 1.230  0.247
H -2.956 -0.016 2.100  0.237
H -3.568 -0.392 0.556  0.232
H 1.714 -1.305 -1.414  0.225
H 2.959 -0.048 -1.528  0.219
H 2.792 -1.035 -0.086  0.231
H 1.955 2.122 -1.348  0.346

LUMO level (alpha / beta) = -0.052 / 0.325 eV
Net charge = 0
Multiplicity = 1

4.
A molecular structure, C29H33BrN4O2RuSSiTe, computed with the ωB97M-V functional and the def2-TZVPD basis.

Last column: Löwdin spin population.
Element x y z (Å)
Ru 0.163 -1.635 -2.606  0.766
C -4.071 -1.409 -1.683  0.000
C -2.634 -1.203 -2.010  0.003
N -1.830 -2.124 -2.409  -0.004
N -2.283 -3.399 -2.620  0.004
C -1.355 -4.168 -3.112  0.005
N -1.674 -5.466 -3.333  0.002
S 0.303 -3.711 -3.536  0.066
C -2.011 0.131 -1.867  0.003
C -2.730 1.260 -1.506  0.000
C -2.065 2.460 -1.343  0.002
C -0.690 2.502 -1.513  0.000
C -0.032 1.347 -1.892  0.002
N -0.684 0.201 -2.096  0.009
H -4.327 -2.457 -1.797  0.000
H -4.707 -0.805 -2.334  0.000
H -4.238 -1.103 -0.647  0.000
H -2.644 -5.727 -3.284  0.000
H -1.044 -6.029 -3.873  0.000
H -3.787 1.180 -1.307  0.000
H -2.608 3.342 -1.032  0.000
H -0.125 3.408 -1.344  0.000
H 1.039 1.308 -2.053  0.000
Br 4.493 -3.434 0.186  0.000
C 3.643 -1.794 0.627  0.000
C 4.473 -0.817 1.161  0.000
C 3.961 0.429 1.482  0.000
C 2.618 0.699 1.268  0.000
C 1.802 -0.275 0.723  0.000
C 2.294 -1.539 0.390  0.001
C 1.346 -2.539 -0.221  0.005
O 1.541 -3.724 -0.232  0.000
O 0.230 -1.979 -0.725  0.106
H 5.519 -1.042 1.318  0.000
H 4.616 1.183 1.903  0.000
H 2.198 1.661 1.535  0.000
H 0.744 -0.088 0.595  0.000
C 5.258 0.411 -4.991  0.001
Si 4.866 0.078 -3.186  0.005
C 6.124 -1.113 -2.478  0.000
C 4.941 1.692 -2.232  0.000
C 3.202 -0.634 -3.040  0.026
C 2.060 -1.035 -2.858  -0.008
H 6.263 0.824 -5.107  0.000
H 4.547 1.123 -5.416  0.000
H 5.197 -0.510 -5.573  0.000
H 7.138 -0.706 -2.527  0.000
H 6.107 -2.061 -3.019  0.000
H 5.889 -1.326 -1.434  0.000
H 5.875 2.227 -2.421  0.000
H 4.866 1.499 -1.160  0.000
H 4.111 2.345 -2.513  0.000
C -4.598 3.215 6.279  0.000
C -4.006 2.375 5.178  0.000
C -2.889 2.791 4.471  0.000
C -2.317 2.013 3.466  0.000
C -1.093 2.536 2.765  0.000
C -2.869 0.762 3.137  0.000
Te -2.010 -0.444 1.610  0.002
C -4.003 0.333 3.855  0.000
C -4.656 -0.989 3.564  0.000
C -4.547 1.138 4.850  0.000
H -4.205 4.232 6.250  0.000
H -4.368 2.801 7.265  0.000
H -5.685 3.271 6.197  0.000
H -2.442 3.754 4.706  0.000
H -0.884 3.566 3.065  0.000
H -1.215 2.486 1.680  0.000
H -0.224 1.914 2.995  0.000
H -5.088 -0.995 2.560  0.000
H -5.442 -1.203 4.291  0.000
H -3.920 -1.794 3.572  0.000
H -5.423 0.784 5.388  0.000

LUMO level (alpha / beta) = 1.418 / 1.430 eV
Net charge = -1
Multiplicity = 2
⟨S²⟩ = 0.7588

ΔE to the lowest compared entry with this formula, charge and spin for the records above, in order: 0.00 24.22 118.21 36.28 kcal per mole